No. 1
Here is a molecular structure, C35H53BaN4OP2 from OMol25. Energies are from ωB97M-V/def2-TZVPD.

Calculated values
- orbital gap (spin up / spin down) (eV) = 5.30 / 5.70
- E_HOMO (spin up / spin down) (eV) = -8.81 / -8.97
- E_tot (eV) = -64415.626
- energy above the lowest of the compared OMol25 structures with the same formula, charge and spin (eV) = 15.133
- E_LUMO (spin up / spin down) (eV) = -3.5 / -3.3

```
! RIJCOSX wB97M-V def2-TZVPD def2/J DEFGRID3
* xyz 1 1
C -2.29 0.45 -2.08
C -0.01 0.93 -2.48
C -2.66 1.12 -3.25
C -0.33 1.63 -3.65
C -1.67 1.70 -4.06
H -3.72 1.19 -3.52
H 0.46 2.11 -4.24
H -1.94 2.23 -4.97
N -0.98 0.33 -1.73
P -2.62 0.01 0.66
P 1.74 -0.76 -1.08
C -3.31 -0.10 -1.10
H -4.28 0.39 -1.24
H -3.44 -1.18 -1.26
C 1.36 0.93 -1.86
H 2.12 1.30 -2.57
C 3.43 -0.48 -0.18
C 1.98 -1.95 -2.55
C -2.88 1.83 1.19
C -3.79 -1.12 1.65
C 3.20 -0.44 1.35
H 3.05 -1.45 1.75
H 4.12 -0.02 1.81
H 2.34 0.18 1.64
C 4.38 -1.68 -0.44
H 3.97 -2.61 -0.02
H 4.60 -1.83 -1.51
H 5.33 -1.48 0.07
C 4.10 0.83 -0.63
H 5.19 0.76 -0.44
H 3.96 1.04 -1.70
H 3.73 1.69 -0.06
C 2.29 -3.37 -2.02
H 2.02 -3.46 -0.95
H 1.68 -4.10 -2.58
H 3.34 -3.65 -2.13
C 0.65 -2.04 -3.33
H -0.22 -2.05 -2.65
H 0.53 -1.21 -4.04
H 0.64 -2.98 -3.91
C 3.07 -1.49 -3.54
H 3.51 -0.52 -3.24
H 3.89 -2.22 -3.65
H 2.61 -1.34 -4.54
C -3.34 -1.13 3.13
H -3.52 -2.14 3.55
H -2.26 -0.92 3.21
H -3.89 -0.41 3.75
C -3.66 -2.56 1.11
H -3.77 -2.61 0.02
H -2.68 -3.00 1.38
H -4.46 -3.18 1.57
C -5.28 -0.71 1.53
H -5.88 -1.62 1.39
H -5.66 -0.19 2.42
H -5.45 -0.07 0.65
C -2.00 2.72 0.28
H -2.56 3.57 -0.13
H -1.17 3.12 0.89
H -1.56 2.13 -0.54
C -2.34 1.95 2.64
H -1.40 1.38 2.73
H -2.14 3.02 2.86
H -3.06 1.59 3.39
C -4.32 2.35 1.10
H -4.73 2.28 0.08
H -5.01 1.83 1.79
H -4.33 3.42 1.38
Ba -0.36 -0.66 0.13
C -0.95 -2.41 -0.45
O -1.22 -3.52 -0.72
N 0.49 1.30 0.40
C 1.16 1.81 -0.56
C 1.69 3.20 -0.54
C 2.01 3.77 0.71
C 1.89 3.98 -1.70
C 2.51 5.07 0.80
H 1.85 3.16 1.60
C 2.39 5.29 -1.61
H 1.64 3.58 -2.69
C 2.71 5.84 -0.36
H 2.76 5.49 1.78
H 2.53 5.88 -2.52
H 3.10 6.86 -0.29
C 1.30 -4.18 1.78
C 0.95 -3.19 2.83
N 0.43 -1.97 2.59
C 0.29 -1.41 3.81
C 0.71 -2.30 4.77
N 1.13 -3.42 4.15
H 1.69 -5.12 2.24
H 0.41 -4.43 1.17
H 2.10 -3.75 1.16
H -0.11 -0.42 3.99
H 0.72 -2.15 5.84
H 1.51 -4.28 4.60
*
```

=====

No. 2
Here is 2 unconnected molecules or ions with the total composition C4H5Cl2OP from OMol25. Energies are from ωB97M-V/def2-TZVPD.

Calculated values
- orbital gap (spin up / spin down) (eV) = 7.81 / 7.63
- E_HOMO (spin up / spin down) (eV) = -8.28 / -8.90
- E_tot (eV) = -40605.142
- energy above the lowest of the compared OMol25 structures with the same formula, charge and spin (eV) = 5.497
- E_LUMO (spin up / spin down) (eV) = -0.5 / -1.3

```
! RIJCOSX wB97M-V def2-TZVPD def2/J DEFGRID3
* xyz 0 1
C 1.70 -0.29 -2.52
C 1.21 0.24 -1.57
C 1.60 0.06 1.29
C -3.55 -0.45 0.37
O 0.70 2.29 0.10
P 0.57 0.84 -0.07
Cl 2.46 -1.45 0.80
Cl -1.89 -0.28 0.87
H 1.98 -0.67 -3.43
H 2.20 0.86 1.65
H 0.92 -0.27 2.17
H -3.62 -1.10 -0.45
H -4.27 0.21 0.79
*
```

=====

No. 3
Here is a molecular structure, H2N2O3S from OMol25. Energies are from ωB97M-V/def2-TZVPD.

Calculated values
- orbital gap (eV) = 9.94
- E_HOMO (eV) = -10.48
- E_tot (eV) = -19987.174
- energy above the lowest of the compared OMol25 structures with the same formula, charge and spin (eV) = 0.716
- E_LUMO (eV) = -0.5

```
! RIJCOSX wB97M-V def2-TZVPD def2/J DEFGRID3
* xyz 0 1
N -0.23 -0.19 0.33
N -0.37 -0.87 1.52
O 0.30 -0.48 2.45
O -0.78 -3.08 -0.11
O -2.67 -1.55 0.20
S -1.75 -2.51 0.84
H 0.27 0.64 0.56
H -1.06 -0.45 -0.21
*
```

=====

No. 4
Here is 2 unconnected molecules or ions with the total composition C2H5Cl2P from OMol25. Energies are from ωB97M-V/def2-TZVPD.

Calculated values
- orbital gap (spin up / spin down) (eV) = 8.48 / 8.15
- E_HOMO (spin up / spin down) (eV) = -9.28 / -8.85
- E_tot (eV) = -36485.246
- energy above the lowest of the compared OMol25 structures with the same formula, charge and spin (eV) = 3.517
- E_LUMO (spin up / spin down) (eV) = -0.8 / -0.7

```
! RIJCOSX wB97M-V def2-TZVPD def2/J DEFGRID3
* xyz 0 1
C 0.69 0.54 -2.27
C -1.28 0.29 1.55
P -1.46 -0.14 -0.22
Cl -2.50 -1.94 0.16
Cl -2.92 1.21 -0.41
H 0.11 1.18 -2.98
H 0.96 -0.42 -2.65
H -2.27 0.00 1.93
H -0.56 -0.39 1.98
H -1.01 1.24 1.83
*
```

=====

No. 5
Here is a gas-phase ion, C3H10N4OP (charge +1) from OMol25. Energies are from ωB97M-V/def2-TZVPD.

Calculated values
- orbital gap (eV) = 5.82
- E_HOMO (eV) = -11.89
- E_tot (eV) = -20557.642
- energy above the lowest of the compared OMol25 structures with the same formula, charge and spin (eV) = 1.995
- structure (SMILES) = N=[PH2][C@@H]1NC(N)=[NH+]CO1
- E_LUMO (eV) = -6.1

```
! RIJCOSX wB97M-V def2-TZVPD def2/J DEFGRID3
* xyz 1 1
N 3.09 1.07 -0.48
P 2.60 -0.39 0.10
C 0.69 -0.39 0.06
N 0.07 0.65 1.03
C -1.39 0.72 0.51
N -1.87 1.84 -0.13
N -2.19 -0.57 0.73
C -1.39 -1.68 0.06
O 0.05 -1.67 0.39
H 3.69 0.92 -1.35
H 3.18 -1.37 -0.82
H 3.17 -0.48 1.44
H 0.34 -0.11 -1.04
H 0.54 1.57 0.94
H -2.00 2.78 0.31
H -2.04 1.76 -1.17
H -3.13 -0.46 0.24
H -1.94 -2.69 0.29
H -1.48 -1.51 -1.12
*
```

=====

No. 6
Here is a molecular structure, C40H65KN5P3SeSi from OMol25. Energies are from ωB97M-V/def2-TZVPD.

Calculated values
- orbital gap (eV) = 3.90
- E_HOMO (eV) = 0.12
- E_tot (eV) = -167401.634
- E_LUMO (eV) = 4.0

```
! RIJCOSX wB97M-V def2-TZVPD def2/J DEFGRID3
* xyz -2 1
K 0.67 1.07 1.35
C -1.10 -5.06 0.88
C -0.85 -3.66 1.44
C -2.18 -2.88 1.45
P 0.49 -2.60 0.64
C 2.04 -3.34 1.38
C 2.14 -4.82 1.76
C 3.25 -2.91 0.53
C 0.42 -3.13 -1.14
C 0.90 -4.35 -1.62
C 0.86 -4.66 -2.97
C 0.33 -3.73 -3.87
C -0.15 -2.52 -3.41
C -0.13 -2.16 -2.04
Si -0.60 -0.38 -1.33
C -2.53 -0.35 -1.51
C -3.38 -1.40 -1.90
C -4.76 -1.24 -1.97
C -5.34 -0.01 -1.66
C -4.53 1.04 -1.25
C -3.14 0.89 -1.15
P -2.00 2.21 -0.51
C -2.76 3.74 -1.23
C -2.57 3.74 -2.75
C -2.11 4.98 -0.61
C -2.54 2.38 1.28
C -3.94 2.93 1.55
C -2.38 1.06 2.02
C -0.22 0.73 -2.92
C -1.04 0.80 -4.06
C -0.73 1.62 -5.14
C 0.40 2.44 -5.09
C 1.22 2.40 -3.97
C 0.95 1.54 -2.90
P 2.06 1.40 -1.42
C 3.54 0.48 -2.16
C 4.33 1.21 -3.23
C 3.10 -0.89 -2.69
C 2.76 3.12 -1.28
C 1.63 4.10 -0.93
C 3.82 3.13 -0.18
H -1.88 -5.56 1.46
H -0.21 -5.69 0.90
H -1.44 -5.00 -0.16
H -0.51 -3.76 2.48
H -2.56 -2.77 0.43
H -2.08 -1.88 1.85
H -2.94 -3.41 2.03
H 2.11 -2.76 2.30
H 2.15 -5.49 0.90
H 1.31 -5.12 2.42
H 3.07 -4.98 2.32
H 3.26 -3.41 -0.45
H 4.19 -3.15 1.05
H 3.23 -1.83 0.35
H 1.33 -5.08 -0.94
H 1.24 -5.61 -3.33
H 0.30 -3.97 -4.93
H -0.54 -1.80 -4.13
H -2.94 -2.36 -2.17
H -5.39 -2.07 -2.28
H -6.41 0.12 -1.74
H -4.99 2.00 -1.02
H -3.83 3.77 -1.02
H -1.51 3.67 -3.01
H -2.98 4.66 -3.19
H -3.08 2.89 -3.22
H -1.03 4.97 -0.78
H -2.26 5.03 0.48
H -2.52 5.89 -1.05
H -1.79 3.08 1.70
H -4.72 2.20 1.29
H -4.16 3.87 1.02
H -4.02 3.14 2.62
H -3.03 0.29 1.59
H -2.65 1.22 3.07
H -1.35 0.70 2.02
H -1.95 0.21 -4.09
H -1.37 1.64 -6.01
H 0.62 3.11 -5.91
H 2.07 3.07 -3.94
H 4.19 0.31 -1.30
H 3.71 1.44 -4.10
H 5.15 0.57 -3.58
H 4.77 2.15 -2.87
H 2.52 -0.78 -3.61
H 2.47 -1.42 -1.98
H 3.97 -1.52 -2.90
H 3.21 3.43 -2.22
H 1.24 3.92 0.08
H 0.80 4.01 -1.64
H 1.99 5.14 -0.96
H 3.36 2.93 0.80
H 4.30 4.11 -0.11
H 4.61 2.38 -0.35
C -1.60 -1.12 5.18
N -0.27 -0.70 5.53
C 0.27 -1.32 6.73
C 0.61 -0.49 4.46
N 0.44 -0.84 3.25
N 1.69 0.32 4.83
C 2.78 0.49 3.94
N 2.94 1.81 3.61
N 3.51 -0.53 3.63
H -2.25 -0.98 6.04
H -1.65 -2.19 4.89
H -1.97 -0.52 4.35
H -0.29 -0.98 7.61
H 1.32 -1.04 6.85
H 0.21 -2.41 6.69
H -0.39 -1.41 3.11
H 1.33 1.21 5.18
H 2.01 2.34 3.46
H 3.57 1.97 2.84
H 4.21 -0.24 2.95
Se 0.61 3.17 3.29
*
```

=====

No. 7
Here is a single C4H9N molecule from OMol25. Energies are from ωB97M-V/def2-TZVPD.

Calculated values
- orbital gap (eV) = 10.37
- E_HOMO (eV) = -9.32
- E_tot (eV) = -5781.964
- energy above the lowest of the compared OMol25 structures with the same formula, charge and spin (eV) = 1.848
- structure (SMILES) = CC1(C)CN1
- E_LUMO (eV) = 1.0

```
! RIJCOSX wB97M-V def2-TZVPD def2/J DEFGRID3
* xyz 0 1
C -0.49 1.18 0.98
C 0.08 0.04 0.10
C 0.72 -1.15 0.86
C 0.40 0.32 -1.27
N -0.87 -0.34 -0.87
H -0.66 2.08 0.29
H -1.45 0.77 1.52
H 0.34 1.41 1.69
H 0.16 -1.26 1.91
H 0.74 -2.03 0.13
H 1.87 -0.84 1.05
H 0.44 1.42 -1.59
H 1.26 -0.13 -1.75
H -0.84 -1.34 -1.16
*
```

=====

No. 8
Here is a molecular structure, C35H30N6O2RuS from OMol25. Energies are from ωB97M-V/def2-TZVPD.

Calculated values
- orbital gap (spin up / spin down) (eV) = 5.55 / 6.18
- E_HOMO (spin up / spin down) (eV) = -8.42 / -10.81
- E_tot (eV) = -63226.345
- energy above the lowest of the compared OMol25 structures with the same formula, charge and spin (eV) = 0.000
- E_LUMO (spin up / spin down) (eV) = -2.9 / -4.6

```
! RIJCOSX wB97M-V def2-TZVPD def2/J DEFGRID3
* xyz 1 6
Ru 0.12 -0.16 -0.31
O 0.19 1.65 3.43
S 1.04 0.91 2.55
O 1.84 1.62 1.59
N 0.20 -0.20 1.67
C -0.52 -1.21 2.32
C -0.87 -1.26 3.65
C -1.55 -2.38 4.17
C -1.90 -3.44 3.38
C -1.57 -3.41 2.00
C -1.90 -4.45 1.10
C -1.56 -4.35 -0.22
C -0.90 -3.20 -0.65
N -0.58 -2.21 0.15
C -0.89 -2.30 1.48
C 2.13 -0.08 3.55
C 2.42 0.36 4.83
C 3.32 -0.36 5.60
C 3.91 -1.51 5.10
C 3.60 -1.95 3.81
C 2.71 -1.24 3.03
H -0.64 -0.43 4.30
H -1.81 -2.39 5.22
H -2.42 -4.30 3.78
H -2.42 -5.33 1.48
H -1.80 -5.13 -0.93
H -0.63 -3.08 -1.70
H 1.94 1.25 5.21
H 3.56 -0.02 6.60
H 4.61 -2.07 5.70
H 4.05 -2.86 3.43
H 2.45 -1.58 2.04
C -2.07 4.11 -0.40
C -2.70 3.00 0.13
C -2.03 1.78 0.19
C -0.74 1.67 -0.31
C -0.10 2.79 -0.82
C -0.76 4.01 -0.87
H -2.58 5.06 -0.43
H -3.71 3.08 0.52
H -2.53 0.92 0.63
H 0.93 2.73 -1.18
H -0.26 4.88 -1.27
C 1.03 -1.07 -4.49
C 0.82 -1.11 -3.11
N -0.01 -0.30 -2.47
C -0.80 0.62 -3.24
C -0.58 0.67 -4.73
C 0.36 -0.14 -5.30
C -1.40 1.63 -5.38
C -2.56 2.07 -4.77
C -3.05 1.46 -3.60
C -4.35 1.61 -3.06
C -4.78 0.74 -2.11
N -4.00 -0.30 -1.65
C -2.79 -0.35 -2.08
N -2.25 0.50 -2.99
H 1.74 -1.77 -4.92
H 1.40 -1.79 -2.51
H -0.56 1.63 -2.86
H 0.54 -0.11 -6.37
H -1.15 1.96 -6.38
H -3.19 2.81 -5.24
H -4.99 2.39 -3.45
H -5.77 0.80 -1.69
H -2.12 -1.12 -1.71
C 4.64 2.11 -0.07
C 4.56 0.64 0.36
C 3.36 0.00 -0.16
N 2.39 -0.50 -0.53
H 5.54 2.55 0.35
H 3.77 2.65 0.30
H 4.68 2.20 -1.16
H 4.50 0.55 1.45
H 5.42 0.06 0.02
*
```

=====

No. 9
Here is a single C23H28ClN5OS molecule from OMol25. Energies are from ωB97M-V/def2-TZVPD.

Calculated values
- orbital gap (eV) = 8.93
- E_HOMO (eV) = -8.42
- E_tot (eV) = -57160.184
- energy above the lowest of the compared OMol25 structures with the same formula, charge and spin (eV) = 0.110
- structure (SMILES) = Clc1ccc(CN(C[C@@H]2CCCO2)[C@@H](c2cccs2)c2nnnn2C2CCCC2)cc1
- E_LUMO (eV) = 0.5

```
! RIJCOSX wB97M-V def2-TZVPD def2/J DEFGRID3
* xyz 0 1
Cl 0.35 -7.28 -0.58
C -0.04 -5.71 0.04
C 0.90 -5.02 0.78
C 0.59 -3.76 1.26
C -0.64 -3.18 0.99
C -0.96 -1.79 1.49
N 0.21 -0.93 1.41
C 0.59 -0.15 2.55
C -0.11 1.20 2.81
C -1.64 1.19 2.94
C -2.03 2.62 2.54
C -0.74 3.19 1.92
O 0.16 2.11 1.76
C 0.47 -0.33 0.12
C 0.71 -1.38 -0.93
C -0.17 -1.92 -1.82
C 0.40 -2.94 -2.61
C 1.71 -3.15 -2.32
S 2.27 -2.12 -1.07
C -0.59 0.60 -0.40
N -1.87 0.62 -0.12
N -2.39 1.60 -0.84
N -1.51 2.17 -1.55
N -0.35 1.57 -1.32
C 0.89 1.91 -1.97
C 1.80 2.73 -1.03
C 1.84 4.16 -1.60
C 0.65 4.23 -2.56
C 0.62 2.83 -3.16
C -1.58 -3.90 0.27
C -1.29 -5.17 -0.21
H 1.87 -5.45 0.98
H 1.32 -3.20 1.82
H -1.80 -1.38 0.92
H -1.26 -1.85 2.54
H 1.66 0.07 2.47
H 0.44 -0.77 3.44
H 0.33 1.61 3.74
H -1.95 0.93 3.95
H -2.06 0.49 2.23
H -2.84 2.61 1.81
H -2.33 3.22 3.40
H -0.29 3.95 2.57
H -0.90 3.64 0.93
H 1.39 0.26 0.23
H -1.20 -1.61 -1.90
H -0.14 -3.48 -3.36
H 2.38 -3.86 -2.76
H 1.36 0.97 -2.28
H 1.39 2.73 -0.02
H 2.80 2.30 -0.99
H 2.77 4.31 -2.16
H 1.79 4.91 -0.82
H -0.27 4.41 -2.01
H 0.77 5.01 -3.31
H 1.42 2.72 -3.89
H -0.34 2.60 -3.64
H -2.55 -3.47 0.07
H -2.01 -5.72 -0.78
*
```

=====

No. 10
Here is 2 unconnected molecules or ions with the total composition C5H14 from OMol25. Energies are from ωB97M-V/def2-TZVPD.

Calculated values
- orbital gap (eV) = 12.00
- E_HOMO (eV) = -10.89
- E_tot (eV) = -5411.102
- energy above the lowest of the compared OMol25 structures with the same formula, charge and spin (eV) = 0.948
- structure (SMILES) = CCC.CC
- E_LUMO (eV) = 1.1

```
! RIJCOSX wB97M-V def2-TZVPD def2/J DEFGRID3
* xyz 0 1
C -2.41 0.16 -0.94
C -1.99 0.69 0.45
C -0.54 1.12 0.57
H -1.58 -0.40 -1.36
H -2.50 1.05 -1.58
H -3.43 -0.21 -0.92
H -2.75 1.35 0.88
H -2.03 -0.24 1.05
H -0.31 1.85 -0.22
H -0.45 1.68 1.50
H 0.06 0.27 0.29
C 2.49 -0.42 -0.50
C 2.07 -1.47 0.60
H 2.24 0.60 -0.22
H 3.50 -0.60 -0.84
H 1.80 -0.55 -1.35
H 1.61 -0.95 1.43
H 1.23 -2.01 0.19
H 2.99 -1.92 0.95
*
```

=====

No. 11
Here is 2 unconnected molecules or ions with the total composition CH4IOPS from OMol25. Energies are from ωB97M-V/def2-TZVPD.

Calculated values
- orbital gap (spin up / spin down) (eV) = 5.90 / 5.90
- E_HOMO (spin up / spin down) (eV) = -9.03 / -9.03
- E_tot (eV) = -31373.391
- energy above the lowest of the compared OMol25 structures with the same formula, charge and spin (eV) = 2.358
- E_LUMO (spin up / spin down) (eV) = -3.1 / -3.1

```
! RIJCOSX wB97M-V def2-TZVPD def2/J DEFGRID3
* xyz 0 1
C 1.01 -0.68 0.49
O -0.19 0.45 -1.56
P -0.40 0.44 0.07
S -0.07 2.24 0.87
I -3.45 -0.93 0.66
H 1.52 -0.16 1.41
H 0.74 -1.73 0.53
H 1.73 -0.66 -0.47
H -0.90 1.04 -2.00
*
```

=====

Q: The lowest E_tot belongs to which entry?
A: C40H65KN5P3SeSi

=====

Q: The lowest E_tot belongs to which entry?
A: C40H65KN5P3SeSi

=====

Q: The highest E_tot belongs to which entry?
A: C5H14

=====

Repeat the fourth record exactly.
Here is 2 unconnected molecules or ions with the total composition C2H5Cl2P from OMol25. Energies are from ωB97M-V/def2-TZVPD.

Calculated values
- orbital gap (spin up / spin down) (eV) = 8.48 / 8.15
- E_HOMO (spin up / spin down) (eV) = -9.28 / -8.85
- E_tot (eV) = -36485.246
- energy above the lowest of the compared OMol25 structures with the same formula, charge and spin (eV) = 3.517
- E_LUMO (spin up / spin down) (eV) = -0.8 / -0.7

```
! RIJCOSX wB97M-V def2-TZVPD def2/J DEFGRID3
* xyz 0 1
C 0.69 0.54 -2.27
C -1.28 0.29 1.55
P -1.46 -0.14 -0.22
Cl -2.50 -1.94 0.16
Cl -2.92 1.21 -0.41
H 0.11 1.18 -2.98
H 0.96 -0.42 -2.65
H -2.27 0.00 1.93
H -0.56 -0.39 1.98
H -1.01 1.24 1.83
*
```